Entry 1:
Below is an isolated ion of composition C6H10N2OP and charge +1, with properties calculated with ωB97M-V/def2-TZVPD.

Results
- HOMO-LUMO gap (alpha / beta) (eV) = 6.26 / 6.48
- HOMO energy (alpha / beta) (eV) = -10.87 / -14.32
- ΔE to the lowest compared entry with this formula, charge and spin (eV) = 0.617
- ⟨S²⟩ = 2.05
- total charge = +1
- E_tot (eV) = -20687.5350
- 2S+1 = 3

Positions of all 20 atoms, in Å:
H 3.4937 -1.0048 0.0554
H 3.7993 0.2375 -1.0434
O -2.6565 1.9162 0.1476
C 1.0909 -0.4204 0.1924
H -3.7918 -0.9484 -0.1396
C -1.8702 -2.0283 -0.2467
H -0.8238 -1.5932 -0.2951
H -2.2199 -2.2734 -1.2457
H -2.9247 -1.2627 1.3884
C 3.3729 0.1414 -0.0759
C 0.2430 1.8457 0.0070
C -2.8410 -1.0249 0.3464
H 2.1756 2.6436 -0.0251
H -1.8268 -2.9913 0.3145
P -2.0220 0.6120 0.1097
H 3.9961 0.7690 0.5082
N 2.0090 0.4797 0.0515
H -0.4596 2.6239 -0.2153
N -0.3093 0.4961 0.2476
C 1.5650 1.7822 -0.0818

Atom charges from the natural (NBO) analysis, given in e for atoms 1 to 2: number 1, H, carries 0.246; number 2, H, carries 0.244

---

Entry 2:
Below is C28H28CrN5O4PS as an isolated structure, with properties calculated with ωB97M-V/def2-TZVPD.

Results
- HOMO-LUMO gap (alpha / beta) (eV) = 6.84 / 7.55
- HOMO energy (alpha / beta) (eV) = -7.24 / -7.96
- ⟨S²⟩ = 6.03
- E_tot (eV) = -93674.6407
- 2S+1 = 5

Positions of all 68 atoms, in Å:
H -4.3441 -0.9635 -0.6809
C -3.9187 -1.3486 0.2447
N 1.5465 -1.7476 1.3480
C -3.1781 1.6956 0.1870
O -3.2363 1.4575 -1.0262
H -3.0392 -4.2906 0.0998
C -6.8437 2.2304 0.9237
H -2.3400 -0.3559 2.6700
Cr -0.8482 0.6806 -0.4868
H -0.8660 -1.6873 -2.5074
H 1.4313 -1.1769 -0.5589
H -4.1788 -0.6712 1.0584
C -0.7745 -3.8383 3.1983
H -0.8916 -4.0584 1.0745
P -2.0982 -1.4601 0.0765
C 0.7232 0.4324 -2.5417
C -1.6183 -1.7796 4.0957
N -8.0375 2.7501 3.0116
C -1.6758 -2.1616 1.7126
C 1.4193 -0.7279 2.2539
S 0.6327 0.7257 2.0756
H -0.3226 -4.8107 3.3433
C 1.8123 0.7429 -1.6771
C -1.2974 -2.6569 -2.2969
C -2.5200 -4.1098 -0.8333
C -1.0357 -3.0238 4.2901
H -1.7007 -5.7095 -3.6985
N 2.6670 -2.4251 3.1094
H 2.7145 0.1567 -1.5585
O -9.0733 2.6905 2.3771
C -6.7770 2.4944 2.2795
C -1.9318 -1.3491 2.8166
C -1.0940 -3.4086 1.9176
O -2.1029 1.5827 0.8671
H -2.8733 -6.0919 -1.5556
N 0.9061 -1.7407 0.1103
C 2.6351 -4.0106 1.2090
H -0.1576 3.3753 -1.2830
H -0.7051 -3.4972 -4.1773
C -0.1999 1.4911 -2.4781
H 2.2508 -0.6990 4.1743
H -7.8012 2.2208 0.4256
H 3.2402 -4.6241 1.8701
C -4.4134 2.2812 2.2922
H 2.1303 2.4117 -0.2766
C -1.2075 -3.6759 -3.2364
H -1.0619 1.6341 -3.1133
H 0.6847 -0.3949 -3.2358
C -5.5879 2.5288 2.9834
C 1.5296 1.9403 -1.0371
H -1.8136 -1.1329 4.9400
H -4.3240 -2.3358 0.4658
C 2.3097 -2.7445 1.9045
C 0.2680 2.4050 -1.4946
H -0.7848 -3.3578 5.2875
N 2.1222 -1.1891 3.3057
C -1.9474 -2.8621 -1.0856
C -2.4277 -5.1291 -1.7655
H -3.4574 2.2981 2.7976
H -5.5958 2.7468 4.0406
C -1.7686 -4.9136 -2.9697
H 3.1917 -3.8218 0.2900
O -7.9536 3.0194 4.1945
H 0.7946 -2.6926 -0.2184
C -5.6617 1.9870 0.2463
H -5.6573 1.7807 -0.8143
C -4.4499 2.0081 0.9279
H 1.7287 -4.5631 0.9549

Atom charges from the natural (NBO) analysis, given in e for atoms 1 to 2: number 1, H, carries 0.256; number 2, C, carries -0.925

---

Entry 3:
Below is C3H6BrHfO as an isolated structure, with properties calculated with ωB97M-V/def2-TZVPD.

Results
- HOMO-LUMO gap (eV) = 2.86
- HOMO energy (eV) = -20.52
- ΔE to the lowest compared entry with this formula, charge and spin (eV) = 0.199
- total charge = +3
- E_tot (eV) = -76562.1236

Positions of all 12 atoms, in Å:
H 12.1407 4.3605 -39.0616
H 11.2308 5.6746 -39.8708
C 12.0215 4.1355 -41.1512
Hf 13.3638 -0.1700 -44.9490
Br 13.0294 2.6794 -45.0529
H 13.0044 5.9865 -41.5989
O 12.1888 2.9897 -41.4068
H 13.1984 4.6574 -42.8077
C 11.3870 4.5993 -39.8246
H 10.4697 4.0475 -39.6130
H 11.6980 5.6214 -42.7446
C 12.5081 5.1842 -42.1524

Atom charges from the natural (NBO) analysis, given in e for atoms 1 to 2: number 1, H, carries 0.319; number 2, H, carries 0.292